No. 1
Entry from the OMol25 dataset: 4 unconnected molecules or ions with the total composition C5H11N (ωB97M-V/def2-TZVPD).

## Properties
DFT total energy = -251.66870 hartree
E_LUMO = 0.0434 Eh
relative energy (zero: lowest compared OMol25 entry of this formula, charge and spin) = 121.6 kcal/mol
HOMO level = -9.22 eV
HOMO-LUMO gap = 0.382 hartree

Element x y z (Å)
C -2.2467 0.5205 0.1549
C -1.7309 -0.0801 -0.9639
N 0.2396 -0.8953 -0.5546
C 0.5311 -1.0236 0.7091
C 1.0835 0.1585 0.0690
C 2.5086 0.3095 -0.4011
H -1.2574 0.0483 1.3197
H -2.1253 1.5908 0.3068
H -3.0675 0.0567 0.6969
H -2.0750 -1.0607 -1.2743
H -1.2149 0.4982 -1.7212
H -0.5619 -0.3752 1.5861
H 0.7266 -1.8900 1.3316
H 0.5666 1.0970 0.3099
H 3.1692 0.5899 0.4278
H 2.5857 1.0870 -1.1691
H 2.8688 -0.6315 -0.8278

Löwdin population analysis, charges in e, atoms 1 to 6: -0.1654, -0.1117, 0.0425, -0.2354, -0.3707, -0.0688


No. 2
Entry from the OMol25 dataset: 5 unconnected molecules or ions with the total composition C3H18N2O4S in a non-equilibrium geometry (ωB97M-V/def2-TZVPD).

## Properties
DFT total energy = -933.71701 hartree
E_LUMO = 0.0026 Eh
relative energy (zero: lowest compared OMol25 entry of this formula, charge and spin) = 16.2 kcal/mol
HOMO level = -8.60 eV
SMILES = NCNCCS.O.O.O.O
HOMO-LUMO gap = 0.319 hartree

Element x y z (Å)
N -1.9336 -0.0719 0.5018
C -0.6513 -0.8134 0.4623
N 0.3915 0.1487 0.8800
C 1.6287 -0.1467 0.0972
C 2.5548 1.0391 0.2723
S 2.0754 2.4072 -0.8635
H -2.6550 -0.5346 -0.0425
H -2.2767 -0.0212 1.4569
H -0.4129 -1.1939 -0.5122
H -0.5880 -1.6468 1.1728
H 0.1451 1.1186 0.7161
H 1.5942 -0.5764 -0.8972
H 2.0706 -0.9532 0.6963
H 3.6174 0.8316 0.1444
H 2.4459 1.3830 1.3178
H 1.4623 1.6066 -1.7396
O -0.0064 0.8873 -2.7265
H -0.0640 0.0156 -3.1439
H -0.8820 0.8591 -2.2692
O -0.9178 -3.1098 -0.8313
H -0.3539 -3.7069 -1.3353
H -1.8323 -3.3586 -0.9924
O -2.1560 1.8394 -1.4050
H -1.9079 1.4016 -0.5652
H -1.6773 2.6738 -1.4491
O -0.0230 -0.0772 4.0405
H 0.8945 0.0212 3.7787
H -0.5422 -0.0221 3.2358

Löwdin population analysis, charges in e, atoms 1 to 6: 0.0182, -0.2981, -0.0701, -0.3196, -0.5335, 0.6920


No. 3
Entry from the OMol25 dataset: a molecular structure, C56H45FN7P2S2Ti in a non-equilibrium geometry (ωB97M-V/def2-TZVPD).

## Properties
DFT total energy = -4972.66911 hartree
E_LUMO = -0.1382 Eh
net charge = +1
HOMO level = -9.66 eV
HOMO-LUMO gap = 0.217 hartree

Element x y z (Å)
Ti -0.2508 -0.7147 0.9754
C -0.4609 2.0572 4.4535
C 0.0192 1.1534 3.5113
N -0.7909 0.6116 2.6089
C -2.0892 0.9600 2.6783
C -2.5360 1.8827 3.5964
N -1.7244 2.4481 4.4922
C -2.9796 0.1579 1.8118
C -4.3577 0.2269 1.7626
C -5.0573 -0.7117 1.0136
C -4.3465 -1.7285 0.3820
C -2.9710 -1.7329 0.4417
N -2.3215 -0.7710 1.1135
C -2.0822 -2.7912 -0.0976
C -2.5006 -3.8469 -0.8748
N -1.6647 -4.7964 -1.3004
C -0.4008 -4.6788 -0.9231
C 0.0493 -3.6166 -0.1458
N -0.7928 -2.6788 0.2583
C -6.5387 -0.6569 0.9076
C -7.1709 -0.9671 -0.2874
C -8.5531 -0.8854 -0.3536
N -9.3210 -0.5287 0.6757
C -8.7025 -0.2400 1.8213
C -7.3268 -0.2837 1.9849
H 0.2199 2.4769 5.1838
H 1.0574 0.8597 3.4777
H -3.5789 2.1742 3.6201
H -4.8898 1.0040 2.2931
H -4.8745 -2.5238 -0.1249
H -3.5379 -3.9345 -1.1743
H 0.2956 -5.4383 -1.2556
H 1.0832 -3.5088 0.1549
H -6.6047 -1.2396 -1.1692
H -9.0647 -1.1135 -1.2814
H -9.3380 0.0379 2.6537
H -6.8929 -0.0637 2.9524
S 1.7572 -1.3175 1.9875
C 1.6052 -2.2102 3.4922
C 2.7736 -2.5612 4.1746
C 2.6941 -3.2895 5.3438
C 1.4428 -3.6724 5.8304
C 0.2871 -3.3329 5.1525
C 0.3542 -2.5945 3.9614
S -1.0748 -2.1629 3.0623
H 3.7345 -2.2629 3.7710
H 3.5958 -3.5632 5.8751
H 1.3759 -4.2461 6.7459
H -0.6791 -3.6387 5.5338
C 1.8391 2.5073 -1.1042
N 2.2919 1.6696 -2.1858
C 3.3279 0.7152 -1.8085
P 2.6233 -0.8239 -1.0715
C 4.0950 -1.5860 -0.3020
C 4.9681 -0.8279 0.4800
C 5.9798 -1.4329 1.2142
C 6.1262 -2.8127 1.2016
C 5.2447 -3.5837 0.4568
C 4.2395 -2.9743 -0.2814
C 2.3354 -1.7872 -2.5979
C 3.3407 -2.4342 -3.3186
C 3.0522 -3.0821 -4.5110
C 1.7542 -3.0864 -5.0084
C 0.7489 -2.4310 -4.3123
C 1.0352 -1.7890 -3.1105
C 2.4079 2.2371 -3.4901
C 2.4131 1.3720 -4.5852
C 2.5138 1.8724 -5.8729
C 2.5922 3.2424 -6.0963
C 2.5836 4.1024 -5.0111
C 2.5020 3.6076 -3.7130
P 0.4520 1.9237 0.0362
C -1.0362 2.2879 -0.9632
C -2.2536 2.5709 -0.3434
C -3.4155 2.7323 -1.0840
C -3.3797 2.6042 -2.4662
C -2.1763 2.3176 -3.0948
C -1.0142 2.1541 -2.3506
C 0.6079 3.3357 1.1936
C -0.2575 4.4217 1.2954
C -0.0110 5.4347 2.2169
C 1.1114 5.3882 3.0299
C 2.0014 4.3266 2.9167
C 1.7429 3.3080 2.0130
H 1.3939 3.4156 -1.5022
H 2.6621 2.8055 -0.4448
H 4.0204 1.1770 -1.0970
H 3.9061 0.4422 -2.6894
H 4.8616 0.2470 0.5475
H 6.6515 -0.8222 1.8034
H 6.9161 -3.2837 1.7717
H 5.3402 -4.6619 0.4453
H 3.5577 -3.5991 -0.8474
H 4.3646 -2.4151 -2.9647
H 3.8445 -3.5788 -5.0561
H 1.5328 -3.5946 -5.9383
H -0.2615 -2.4172 -4.7016
H 0.2468 -1.2815 -2.5692
H 2.3179 0.3034 -4.4226
H 2.5140 1.1851 -6.7093
H 2.6641 3.6313 -7.1029
H 2.6562 5.1714 -5.1651
H 2.5347 4.3041 -2.8864
H -2.2965 2.7048 0.7334
H -4.3452 2.9731 -0.5838
H -4.2824 2.7348 -3.0489
H -2.1352 2.2186 -4.1719
H -0.0980 1.9015 -2.8675
H -1.1200 4.4999 0.6475
H -0.6951 6.2705 2.2865
H 1.2989 6.1822 3.7409
H 2.8921 4.2925 3.5312
H 2.4409 2.4774 1.9388
F -0.6391 -0.5110 -0.8159

Löwdin population analysis, charges in e, atoms 1 to 6: 0.6219, -0.0704, -0.1062, -0.0559, -0.2214, -0.0394


No. 4
Entry from the OMol25 dataset: a molecular structure, C27H47O4RuSSi in a non-equilibrium geometry (ωB97M-V/def2-TZVPD).

## Properties
DFT total energy = -2140.52837 hartree
E_LUMO (alpha / beta) = 0.1006 / 0.1004 Eh
multiplicity = 5
⟨S²⟩ = 6.022
net charge = -1
HOMO level (alpha / beta) = -2.90 / -3.36 eV
HOMO-LUMO gap (alpha / beta) = 0.207 / 0.224 hartree

Element x y z (Å)
Ru 0.2840 -0.4466 -2.0269
C 0.9787 -2.1000 -0.4003
C -0.4276 -2.1021 -0.3783
C -0.8860 -2.5510 -1.6279
H -1.0436 -1.7620 0.4330
C 0.2362 -2.8345 -2.4272
C 1.3900 -2.5603 -1.6700
H 2.4058 -2.6828 -2.0013
H 1.6198 -1.7852 0.4048
H -1.9127 -2.5820 -1.9459
H 0.2161 -3.1496 -3.4560
C 1.7822 1.3108 -1.2843
C 2.5832 0.2168 -1.6224
C 2.4189 -0.0332 -3.0068
H 3.1856 -0.3604 -0.9436
C 1.5635 0.9586 -3.5246
C 1.1490 1.7721 -2.4651
H 0.4341 2.5734 -2.5133
H 1.6294 1.7077 -0.2967
H 2.8851 -0.8195 -3.5747
H 1.2180 1.0103 -4.5428
O -0.8501 -0.4705 -3.4730
C -0.4723 -0.1562 -6.4353
C -1.7294 0.0438 -5.6661
C -0.0017 -1.5332 -6.7142
C 0.1504 0.9981 -7.1270
C -1.5042 0.5116 -4.2241
H -2.3133 -0.8796 -5.6233
H -2.3594 0.7966 -6.1498
H -0.9575 1.4594 -4.2252
H -2.4681 0.7073 -3.7413
H -0.5006 -1.9722 -7.5915
H -0.2114 -2.1963 -5.8760
H 1.0692 -1.5680 -6.9212
H -0.2930 1.1750 -8.1188
H 1.2189 0.8524 -7.2931
H 0.0206 1.9271 -6.5687
C -1.6875 -3.0204 2.8864
C -1.9812 -1.5083 3.0072
C -3.2657 -1.1688 2.2255
C -2.1732 -1.1831 4.4940
O -0.9885 -0.8470 2.5358
Si -0.2212 0.4074 1.8647
S -1.0303 0.8678 -0.1904
O -0.4105 1.6778 2.8295
C -0.8862 2.7959 3.2230
C -1.2490 3.6737 2.0166
C -2.1290 2.5521 4.0897
C 0.1783 3.5137 4.0718
O 1.3540 0.0697 1.9153
C 2.3419 -0.2314 2.6831
C 3.6495 -0.2320 1.8727
C 2.4694 0.8058 3.8102
C 2.1307 -1.6290 3.3038
H -2.5224 -3.6153 3.3147
H -0.7574 -3.2802 3.4381
H -1.5638 -3.3463 1.8387
H -4.1291 -1.7423 2.6266
H -3.4944 -0.0859 2.3079
H -3.1625 -1.4182 1.1491
H -1.2482 -1.4067 5.0684
H -2.4331 -0.1244 4.6327
H -3.0048 -1.7884 4.9196
H -2.0262 3.1805 1.3958
H -1.6473 4.6539 2.3582
H -0.3517 3.8576 1.3870
H -1.8553 1.9637 4.9911
H -2.5621 3.5130 4.4395
H -2.9051 2.0043 3.5143
H 0.4601 2.8948 4.9510
H 1.0938 3.7080 3.4733
H -0.2066 4.4860 4.4491
H 3.8081 0.7541 1.3857
H 4.5171 -0.4406 2.5351
H 3.6397 -1.0249 1.1020
H 1.5546 0.8080 4.4404
H 3.3311 0.5659 4.4698
H 2.6234 1.8211 3.3891
H 1.2044 -1.6506 3.9170
H 2.0472 -2.4143 2.5253
H 2.9837 -1.8960 3.9639

Löwdin population analysis, charges in e, atoms 1 to 6: 1.1606, -0.2005, -0.2617, -0.1798, 0.0217, -0.1834